Formula: C10H16N2OS
Source: the OMol25 dataset
Level of theory: ωB97M-V/def2-TZVPD

Output
- LUMO (eV) = 0.01
- energy above the lowest of the compared OMol25 structures with the same formula, charge and spin (kcal/mol) = 131.9
- electronic energy (a.u.) = -973.3745
- M (g/mol) = 212.3
- total charge = 0
- E_HOMO (Eh) = -0.3112

The geometry in XYZ format:
```
30
Properties=species:S:1:pos:R:3:forces:R:3:lowdin_charge:R:1
C 3.1894 0.1100 1.4227 1.103 -0.894 0.603 -0.10
C 0.6250 0.7192 -1.0404 1.413 0.263 0.265 -0.73
C 1.1836 0.8165 0.3644 -2.267 0.260 -0.162 -0.40
C -2.0041 -1.0177 -0.4953 -1.690 0.131 0.723 -0.01
C -1.1741 -0.4138 0.3667 -0.232 -2.248 0.859 -0.29
C 4.0097 -1.1143 1.7274 2.283 1.392 -0.191 -0.14
C 1.1898 2.1497 1.0800 2.324 -1.177 -0.335 0.00
C -1.1268 -0.6253 1.8707 -2.391 0.831 -0.698 -0.01
C -2.0493 -0.8421 -1.9806 -1.140 1.510 -0.310 -0.17
C -3.1928 0.0514 -2.5255 -2.845 -1.191 3.361 -0.27
N 2.1368 -0.1914 0.7408 -0.555 -0.896 -0.884 0.01
N -0.0872 0.2448 -0.0587 1.586 1.356 -1.373 0.05
O -2.9574 1.4024 -2.2265 1.493 0.008 0.330 -0.07
S 1.0038 0.9585 -2.5966 -0.422 0.021 -0.042 0.71
H -2.8943 -1.5220 -0.0234 1.075 0.337 -0.611 0.13
H 5.1350 -0.9891 1.5040 -1.679 0.079 -0.704 0.10
H 4.2405 -1.1041 2.7895 -0.972 -0.520 0.535 0.06
H 3.6408 -2.0359 1.2975 -0.052 -0.576 0.187 0.05
H 0.7555 2.9059 0.5073 -1.281 0.891 -1.165 0.06
H 0.8136 2.2425 2.1145 0.770 -0.543 -0.416 0.10
H 2.2722 2.3118 0.8658 -0.380 0.717 1.540 0.09
H -2.0812 -1.1032 2.0026 -0.318 -0.692 0.732 0.07
H -0.3496 -1.2148 2.3321 0.464 0.033 -0.328 0.08
H -1.3011 0.3372 2.3664 0.641 -0.080 0.080 0.09
H -2.0085 -1.7177 -2.5548 -0.315 -1.822 -0.366 0.10
H -1.2466 -0.3068 -2.4167 1.602 0.407 0.193 0.02
H -4.2365 -0.2543 -2.0504 1.945 0.613 -0.429 0.15
H -3.4275 -0.0619 -3.5316 0.386 -0.438 -2.186 0.08
H 1.9152 -1.1514 0.2878 0.481 1.495 0.932 0.19
H -1.9737 1.4159 -2.1396 -1.026 0.733 -0.141 0.07
```
Positions in Å, forces in eV/Å.

=====

Formula: C22H47N17O12
Source: the OMol25 dataset
Level of theory: ωB97M-V/def2-TZVPD

Output
- LUMO (eV) = -0.66
- electronic energy (a.u.) = -2700.6260
- M (g/mol) = 741.7
- total charge = 0
- E_HOMO (Eh) = -0.3197
- structure (SMILES) = NC[C@H](O)CC1=C(Cc2ccccc2)C(=O)OC1=O.NC(N)=O.NC(N)=O.NC(N)=O.NC(N)=O.NC(N)=O.NC(N)=O.NC(N)=O.NC(N)=O

The geometry in XYZ format:
```
98
Properties=species:S:1:pos:R:3:forces:R:3:lowdin_charge:R:1
N 1.5983 -1.9577 -0.4178 -0.384 -0.205 0.177 0.03
C 1.4529 -0.4977 -0.3213 0.317 -0.637 -0.330 -0.21
C 0.9893 0.1003 -1.6302 0.419 -0.249 -0.304 -0.37
O 2.0149 -0.1986 -2.5898 -0.085 0.065 0.111 -0.02
C 0.8077 1.6130 -1.5901 -0.152 -0.240 0.077 -0.06
C -0.2074 2.0680 -0.6150 -0.195 0.135 0.132 -0.06
C -1.5229 1.8591 -0.5312 0.478 0.005 -0.462 -0.06
C -2.3984 1.0659 -1.4426 -0.226 0.013 0.392 -0.05
C -2.4070 -0.4056 -1.0548 -0.141 0.060 -0.009 -0.21
C -2.5939 -0.7674 0.2796 0.074 -0.471 -0.047 -0.02
C -2.5740 -2.1072 0.6618 0.098 0.477 -0.665 -0.05
C -2.3523 -3.0808 -0.3064 -0.083 -0.404 0.161 -0.09
C -2.1854 -2.7409 -1.6428 -0.047 0.582 0.157 -0.07
C -2.2212 -1.3989 -2.0145 -0.059 0.029 0.330 -0.06
C -2.0128 2.5719 0.6703 0.021 -0.431 -0.957 -0.42
O -3.1074 2.5354 1.1244 -0.519 0.347 0.624 0.18
O -0.9769 3.2797 1.2282 -0.006 0.141 0.280 0.12
C 0.1674 2.9513 0.5143 -0.154 -0.163 -0.346 -0.38
O 1.2343 3.3689 0.8059 0.529 0.397 0.308 0.18
H 1.4755 -2.2681 -1.3746 0.260 0.094 -0.083 0.06
H 0.8566 -2.4178 0.0997 0.035 -0.027 0.101 0.05
H 2.4425 -0.0874 -0.1096 -0.042 0.299 0.186 0.12
H 0.7634 -0.2723 0.4892 -0.014 0.249 0.101 0.12
H 0.0932 -0.4318 -1.9484 -0.304 0.234 0.110 0.12
H 1.7158 0.1281 -3.4450 0.086 -0.052 -0.079 0.09
H 0.5055 1.9539 -2.5811 0.053 0.170 -0.059 0.11
H 1.7680 2.0490 -1.3257 0.109 0.119 -0.103 0.13
H -3.4041 1.4821 -1.3734 -0.137 -0.076 0.019 0.13
H -2.0726 1.2252 -2.4683 0.166 -0.118 -0.090 0.11
H -2.7547 -0.0275 1.0494 -0.036 0.197 -0.038 0.11
H -2.7280 -2.3484 1.7015 0.041 -0.215 0.069 0.10
H -2.3092 -4.1201 -0.0085 0.061 -0.008 0.008 0.09
H -2.0112 -3.4880 -2.4022 -0.008 -0.177 0.036 0.10
H -2.0840 -1.1074 -3.0477 0.029 -0.039 -0.099 0.11
N 2.2721 -5.2543 -0.1758 -0.014 -0.038 0.152 0.15
C 0.9478 -5.5459 -0.0232 0.104 -0.037 -0.087 -0.69
N 0.4480 -6.4646 -0.9047 -0.074 0.020 -0.094 0.16
O 0.2541 -5.0238 0.8357 -0.055 0.054 -0.015 0.01
H 2.8533 -5.6661 -0.8801 -0.037 -0.020 -0.023 0.09
H 2.6658 -4.5745 0.4492 -0.037 0.123 -0.099 0.10
H -0.5215 -6.7016 -0.8152 0.006 -0.031 0.026 0.09
H 0.9945 -6.9135 -1.6168 0.033 -0.088 0.072 0.09
N -0.8720 5.6131 -2.7036 -0.171 0.000 0.069 0.17
C -0.6041 4.7314 -3.7011 0.139 0.261 -0.043 -0.66
N 0.0006 5.2513 -4.8011 -0.057 -0.103 -0.129 0.18
O -0.8834 3.5386 -3.6095 -0.098 -0.358 0.042 -0.01
H -0.6337 6.5893 -2.7485 0.268 -0.049 0.056 0.08
H -1.3160 5.2543 -1.8796 -0.046 -0.007 -0.025 0.10
H 0.2179 4.6199 -5.5519 0.034 -0.021 0.018 0.10
H 0.2477 6.2200 -4.8847 0.058 0.003 0.118 0.10
N -1.1335 1.9412 3.8402 0.081 -0.203 0.457 0.19
C -0.3732 0.8914 4.2421 0.007 0.115 -0.079 -0.68
N 0.0092 0.8998 5.5624 0.030 -0.081 0.072 0.14
O -0.0395 -0.0048 3.4808 -0.040 -0.048 0.084 0.02
H -1.4159 2.6955 4.4368 0.032 0.012 0.003 0.11
H -1.4146 1.9480 2.8854 -0.138 0.105 -0.102 0.06
H 0.5784 0.1358 5.8811 -0.010 -0.006 0.003 0.11
H -0.2411 1.6241 6.2111 0.021 0.026 -0.010 0.10
N -1.0933 1.1009 -8.2551 0.046 -0.002 -0.060 0.14
C -0.4927 1.4887 -7.0868 -0.115 -0.017 0.060 -0.69
N -1.3208 1.5976 -6.0091 0.114 -0.155 0.137 0.16
O 0.7025 1.7241 -7.0170 0.037 0.051 -0.015 0.01
H -2.0718 0.9036 -8.3368 -0.007 0.003 0.032 0.09
H -0.5078 1.0140 -9.0639 0.013 0.000 0.007 0.10
H -0.9122 1.8998 -5.1384 -0.123 0.281 -0.014 0.06
H -2.3059 1.4187 -6.0441 -0.009 0.030 -0.057 0.09
N 2.4882 8.9732 -0.9092 -0.034 0.046 -0.057 0.15
C 2.0464 7.7952 -1.4388 0.096 -0.136 0.171 -0.67
N 2.4486 6.6680 -0.7866 -0.037 0.002 -0.088 0.17
O 1.3341 7.7531 -2.4311 -0.169 0.099 -0.161 0.00
H 3.0715 9.0316 -0.0969 0.004 -0.033 0.005 0.09
H 2.2060 9.8178 -1.3698 -0.001 -0.003 -0.009 0.10
H 2.1354 5.7871 -1.1521 -0.006 -0.012 0.028 0.10
H 3.0288 6.6753 0.0302 -0.019 0.002 0.021 0.10
N 4.6723 3.7391 5.8754 0.018 0.062 0.040 0.14
C 3.4334 3.1935 6.0785 0.015 -0.036 -0.069 -0.69
N 3.0255 2.2975 5.1344 0.024 -0.003 0.043 0.16
O 2.7403 3.4883 7.0382 -0.023 0.010 0.014 0.01
H 5.2574 3.5108 5.0953 -0.020 -0.031 -0.010 0.09
H 4.9980 4.4005 6.5544 -0.009 -0.006 0.014 0.10
H 2.1193 1.8876 5.2679 -0.066 -0.047 -0.102 0.06
H 3.5702 2.0364 4.3349 0.000 0.021 -0.008 0.10
N -2.7589 -2.3699 7.0477 -0.032 -0.002 0.085 0.14
C -2.4474 -3.1181 5.9404 0.060 0.075 -0.075 -0.69
N -1.6991 -2.4695 5.0009 -0.046 -0.043 -0.009 0.17
O -2.8147 -4.2717 5.8129 -0.033 -0.010 0.036 0.02
H -2.4691 -1.4194 7.1735 0.012 0.005 -0.040 0.08
H -3.3078 -2.8129 7.7594 -0.001 -0.015 -0.009 0.10
H -1.4468 -2.9820 4.1761 0.067 0.000 -0.006 0.10
H -1.3874 -1.5206 5.0904 0.031 0.000 -0.083 0.06
N -0.9448 -10.0845 -1.5006 -0.015 0.083 -0.054 0.15
C 0.3650 -10.0967 -1.0993 -0.059 0.012 0.112 -0.70
N 0.5627 -10.3913 0.2190 0.067 -0.053 -0.025 0.15
O 1.2830 -9.8560 -1.8638 -0.014 0.093 -0.030 0.01
H -1.7148 -10.2762 -0.8889 0.015 -0.016 0.022 0.09
H -1.1267 -9.8737 -2.4636 0.013 -0.037 -0.013 0.10
H 1.5098 -10.4068 0.5475 0.003 0.027 0.001 0.10
H -0.1797 -10.5861 0.8627 -0.019 0.023 -0.008 0.09
```
Positions in Å, forces in eV/Å.

=====

Formula: C4H8O3
Source: the OMol25 dataset
Level of theory: ωB97M-V/def2-TZVPD

Output
- LUMO (eV) = 0.78
- energy above the lowest of the compared OMol25 structures with the same formula, charge and spin (kcal/mol) = 30.2
- electronic energy (a.u.) = -382.9166
- M (g/mol) = 104.1
- total charge = 0
- E_HOMO (Eh) = -0.3718
- structure (SMILES) = COC(=O)[C@@H](C)O

The geometry in XYZ format:
```
15
Properties=species:S:1:pos:R:3:forces:R:3:lowdin_charge:R:1
C 2.4080 -0.0640 0.4963 0.364 -0.054 0.086 -0.03
O 1.1829 0.2851 -0.1462 -0.071 -0.006 -0.002 -0.02
C 0.2424 -0.6509 -0.0886 0.295 -0.476 -0.363 -0.48
O 0.4172 -1.8281 0.1695 0.443 0.474 -0.423 0.10
C -1.1470 -0.1163 -0.0428 0.284 0.331 0.749 -0.38
C -1.6000 1.2035 -0.6369 0.147 -0.023 0.047 -0.02
O -2.0272 -1.1545 -0.3136 -0.020 -0.176 0.233 0.00
H 2.2822 0.0751 1.5758 0.104 -0.067 -0.158 0.10
H 3.1573 0.6244 0.1133 0.004 -0.089 0.051 0.09
H 2.6663 -1.1007 0.2818 0.079 0.146 0.026 0.09
H -0.9322 0.0469 1.0696 -1.432 0.234 -0.281 0.18
H -0.8919 1.9837 -0.3527 -0.115 0.019 -0.064 0.08
H -2.5811 1.4389 -0.2076 0.237 -0.016 -0.068 0.09
H -1.7124 1.2018 -1.7266 0.162 -0.264 0.208 0.09
H -1.4644 -1.9449 -0.1912 -0.481 -0.030 -0.040 0.09
```
Positions in Å, forces in eV/Å.

=====

Formula: C26H20N2O7P2S2Sc
Source: the OMol25 dataset
Level of theory: ωB97M-V/def2-TZVPD

Output
- LUMO (eV) = -3.82
- energy above the lowest of the compared OMol25 structures with the same formula, charge and spin (kcal/mol) = 5.5
- electronic energy (a.u.) = -3879.1007
- M (g/mol) = 643.5
- total charge = +1
- E_HOMO (Eh) = -0.4028

The geometry in XYZ format:
```
60
Properties=species:S:1:pos:R:3:forces:R:3:lowdin_charge:R:1
Sc 0.2882 -0.1258 0.2867 0.108 0.163 -0.392 1.10
C 1.3997 0.9128 2.5762 0.052 0.120 0.157 -0.16
C 2.5830 0.2260 2.3196 0.002 -0.042 -0.032 -0.10
C 3.5909 0.8316 1.5755 -0.025 -0.008 0.010 -0.07
C 3.4166 2.1157 1.0883 -0.023 0.015 -0.003 -0.05
C 2.2366 2.8101 1.3419 0.033 -0.012 -0.009 -0.06
C 1.2346 2.2173 2.0920 -0.037 -0.034 -0.033 -0.11
H 0.6593 0.4836 3.2428 -0.048 -0.020 -0.063 0.11
H 2.7230 -0.7773 2.7008 0.004 0.007 0.013 0.12
H 4.5062 0.2919 1.3747 0.003 0.004 -0.006 0.12
H 4.1984 2.5811 0.5035 0.002 0.002 0.000 0.12
H 2.1089 3.8174 0.9685 0.008 -0.002 -0.007 0.12
H 0.3362 2.7710 2.3319 0.004 0.002 0.011 0.11
S -2.5952 4.9085 -1.3484 -0.024 0.023 -0.067 1.07
C -3.2940 6.4578 -1.2032 0.030 0.045 -0.009 -0.39
C -3.9657 6.6083 -0.0288 0.004 -0.099 0.009 -0.16
C -3.9177 5.4361 0.7691 -0.037 0.069 -0.023 -0.11
C -3.2102 4.4251 0.1818 0.050 -0.132 0.102 -0.50
C -2.9609 3.0863 0.7261 0.009 0.097 -0.037 -0.18
C -1.7917 2.3781 0.3949 -0.045 0.007 0.017 -0.06
N -1.5136 1.1779 0.8675 0.030 -0.067 0.017 0.04
C -2.3845 0.5839 1.7206 0.087 -0.183 -0.068 -0.13
C -3.5764 1.1980 2.1080 -0.074 0.054 0.047 -0.11
C -4.4747 0.4969 2.9891 0.059 0.069 -0.065 0.01
C -4.1913 -0.7487 3.4174 0.043 -0.059 0.008 0.01
C -2.9826 -1.4168 3.0099 -0.086 -0.031 0.067 -0.11
C -2.6585 -2.7272 3.3976 -0.058 0.036 0.023 0.08
C -1.5081 -3.3343 2.9406 0.113 -0.077 -0.030 -0.17
C -0.6644 -2.5707 2.1079 -0.051 0.011 0.056 -0.03
N -0.9260 -1.3206 1.7769 0.097 -0.062 -0.121 0.04
C -2.0811 -0.7442 2.1886 0.066 0.107 -0.055 -0.14
C -1.1590 -4.7129 3.2896 -0.110 0.141 -0.013 -0.50
C -2.0180 -5.7303 3.6003 0.008 -0.068 0.005 -0.11
C -1.3467 -6.9447 3.8901 -0.001 0.083 -0.014 -0.16
C 0.0063 -6.8185 3.7961 0.005 -0.054 0.011 -0.39
S 0.4736 -5.2409 3.3558 0.068 -0.023 -0.008 1.07
C -3.8490 2.4707 1.5851 -0.034 -0.039 0.040 0.08
H -3.1737 7.1765 -1.9973 0.001 0.008 0.006 0.07
H -4.4737 7.5164 0.2571 -0.001 0.009 -0.001 0.11
H -4.3691 5.3546 1.7479 -0.004 0.012 0.002 0.12
H -1.0580 2.8212 -0.2713 -0.001 -0.009 -0.004 0.12
H -5.3894 0.9892 3.2920 -0.004 0.010 -0.007 0.13
H -4.8760 -1.2739 4.0706 0.005 -0.011 -0.001 0.13
H -3.3239 -3.2623 4.0640 -0.003 0.002 0.000 0.14
H 0.2368 -3.0065 1.6874 0.003 0.005 0.002 0.12
H -3.0936 -5.6244 3.5881 -0.005 -0.012 0.004 0.12
H -1.8451 -7.8665 4.1474 0.004 -0.010 0.000 0.11
H 0.7577 -7.5735 3.9605 -0.008 -0.007 0.007 0.07
H -4.7788 2.9628 1.8433 0.000 -0.002 0.003 0.14
O -0.8674 -2.0859 -3.5028 0.000 0.067 0.010 -0.07
P -0.0842 -2.1087 -2.1344 -0.070 -0.074 -0.094 0.26
O 0.0689 -3.4434 -1.5767 -0.009 0.040 -0.038 -0.22
O -0.6742 -0.9987 -1.2223 0.075 0.053 0.221 -0.35
O 1.3771 -1.4370 -2.5984 0.041 0.063 0.103 -0.22
P 2.1428 -0.6125 -1.4765 -0.074 -0.033 -0.009 0.22
O 3.6197 -0.4852 -1.9699 -0.033 -0.070 -0.028 -0.04
O 1.9349 -1.3559 -0.1579 -0.065 -0.039 0.196 -0.31
O 1.5190 0.7530 -1.2433 -0.091 -0.048 0.082 -0.29
H -1.0218 -1.2025 -3.8600 0.001 -0.036 0.003 0.10
H 3.9750 -1.2771 -2.3979 0.008 0.039 0.007 0.12
```
Positions in Å, forces in eV/Å.

=====

Number 1: largest force on an atom 4.56 eV/Å, HOMO-LUMO gap 0.31168 Eh. Number 2: largest force on an atom 1.05 eV/Å, HOMO-LUMO gap 0.29560 Eh. Number 3: largest force on an atom 1.48 eV/Å, HOMO-LUMO gap 0.40038 Eh. Number 4: largest force on an atom 0.44 eV/Å, HOMO-LUMO gap 0.26250 Eh.